{
  "formula": "C53H131AsF6N9O11",
  "method": "ωB97M-V with the def2-TZVPD basis set",
  "total_energy_ev": -170159.871,
  "total_charge": -1,
  "orbital_gap_ev": 7.20,
  "symbols": ["As", "F", "F", "F", "F", "F", "F", "C", "C", "C", "C", "C", "C", "N", "O", "C", "C", "C", "H", "H", "H", "H", "H", "H", "H", "H", "H", "H", "H", "H", "H", "H", "H", "H", "H", "H", "H", "C", "C", "C", "C", "C", "C", "N", "O", "C", "C", "C", "H", "H", "H", "H", "H", "H", "H", "H", "H", "H", "H", "H", "H", "H", "H", "H", "H", "H", "H", "C", "C", "C", "C", "C", "C", "N", "O", "C", "C", "C", "H", "H", "H", "H", "H", "H", "H", "H", "H", "H", "H", "H", "H", "H", "H", "H", "H", "H", "H", "C", "O", "H", "H", "H", "H", "C", "O", "H", "H", "H", "H", "C", "C", "C", "O", "C", "N", "H", "H", "H", "H", "H", "H", "H", "H", "H", "H", "H", "C", "C", "C", "O", "C", "N", "H", "H", "H", "H", "H", "H", "H", "H", "H", "H", "H", "C", "C", "C", "O", "C", "N", "H", "H", "H", "H", "H", "H", "H", "H", "H", "H", "H", "C", "C", "C", "O", "C", "N", "H", "H", "H", "H", "H", "H", "H", "H", "H", "H", "H", "C", "C", "C", "O", "C", "N", "H", "H", "H", "H", "H", "H", "H", "H", "H", "H", "H", "C", "C", "C", "O", "C", "N", "H", "H", "H", "H", "H", "H", "H", "H", "H", "H", "H"],
  "coordinates": [[37.982, -11.331, -9.951], [36.673, -11.217, -8.787], [36.933, -10.571, -11.151], [39.242, -11.447, -11.183], [39.151, -11.966, -8.796], [37.408, -12.932, -10.388], [38.538, -9.709, -9.570], [42.207, -13.549, -9.412], [42.432, -14.745, -8.454], [41.343, -15.769, -8.799], [41.671, -16.495, -10.116], [43.063, -17.152, -10.013], [44.161, -16.135, -9.671], [43.793, -15.305, -8.532], [44.801, -14.437, -8.088], [45.380, -16.997, -9.246], [44.667, -15.355, -10.901], [42.235, -14.275, -7.011], [42.547, -13.820, -10.413], [42.808, -12.694, -9.099], [41.180, -13.188, -9.474], [41.212, -16.529, -8.021], [40.320, -15.408, -8.923], [41.746, -15.899, -11.027], [40.866, -17.195, -10.347], [43.308, -17.555, -11.000], [43.012, -18.019, -9.353], [45.465, -17.856, -9.922], [46.362, -16.580, -9.483], [45.291, -17.338, -8.215], [45.479, -15.870, -11.420], [43.872, -15.314, -11.652], [45.083, -14.378, -10.660], [41.186, -14.021, -6.844], [42.794, -13.352, -6.830], [42.552, -14.915, -6.184], [45.060, -14.872, -7.268], [42.851, -9.655, -12.414], [43.142, -9.535, -10.883], [44.144, -10.643, -10.469], [45.575, -10.288, -10.827], [45.954, -8.876, -10.339], [44.980, -7.770, -10.810], [43.619, -8.209, -10.540], [42.655, -7.191, -10.648], [45.345, -6.549, -9.933], [45.261, -7.417, -12.263], [41.840, -9.871, -10.110], [41.949, -10.242, -12.588], [43.639, -10.232, -12.917], [42.854, -8.731, -12.991], [44.051, -10.868, -9.406], [44.052, -11.588, -11.010], [45.786, -10.214, -11.899], [46.276, -11.037, -10.454], [46.924, -8.606, -10.767], [46.133, -8.916, -9.261], [45.010, -6.795, -8.926], [46.430, -6.443, -9.909], [44.934, -5.639, -10.368], [46.177, -6.841, -12.395], [45.274, -8.299, -12.904], [44.427, -6.797, -12.604], [41.997, -9.802, -9.031], [41.514, -10.879, -10.355], [41.049, -9.163, -10.359], [42.310, -7.102, -9.752], [36.008, -14.198, -7.121], [37.079, -14.882, -6.242], [38.470, -14.223, -6.533], [38.610, -12.915, -5.775], [38.203, -12.929, -4.318], [36.798, -13.503, -4.112], [36.687, -14.791, -4.823], [35.449, -15.427, -4.532], [36.615, -13.815, -2.629], [35.764, -12.441, -4.555], [37.170, -16.361, -6.581], [35.938, -14.627, -8.126], [36.138, -13.135, -7.304], [35.020, -14.417, -6.710], [39.227, -14.937, -6.186], [38.651, -14.113, -7.601], [37.975, -12.198, -6.306], [39.608, -12.469, -5.793], [38.191, -11.913, -3.920], [38.889, -13.505, -3.688], [35.546, -13.914, -2.420], [37.024, -14.772, -2.293], [37.047, -13.104, -1.921], [35.797, -11.544, -3.929], [35.927, -12.096, -5.570], [34.785, -12.879, -4.353], [36.239, -16.909, -6.444], [37.907, -16.843, -5.932], [37.553, -16.425, -7.602], [35.748, -16.153, -3.976], [36.097, -7.712, -12.268], [35.995, -8.567, -13.409], [35.127, -7.746, -11.780], [36.855, -8.095, -11.576], [36.454, -6.705, -12.541], [36.920, -8.461, -13.717], [38.181, -8.970, -5.906], [37.511, -7.746, -6.157], [38.268, -9.482, -6.863], [39.074, -8.880, -5.286], [37.524, -9.639, -5.330], [37.540, -7.160, -5.397], [34.134, -12.855, -11.065], [33.497, -11.807, -11.999], [32.121, -11.459, -11.477], [31.524, -10.426, -12.222], [30.256, -10.115, -11.718], [34.336, -10.604, -12.200], [35.118, -13.132, -11.449], [33.593, -13.800, -11.203], [34.222, -12.570, -10.017], [33.309, -12.321, -12.952], [32.051, -11.202, -10.410], [31.500, -12.370, -11.549], [29.593, -10.990, -11.660], [29.777, -9.385, -12.369], [30.344, -9.718, -10.701], [34.115, -10.055, -11.349], [35.243, -10.925, -11.829], [39.015, -5.055, -15.959], [38.344, -6.389, -15.626], [38.906, -6.763, -14.229], [38.686, -8.124, -13.887], [39.214, -8.498, -12.634], [36.887, -6.151, -15.698], [38.917, -4.284, -15.194], [38.577, -4.699, -16.894], [40.086, -5.161, -16.167], [38.591, -7.083, -16.429], [38.530, -6.125, -13.422], [40.001, -6.747, -14.305], [40.309, -8.431, -12.669], [38.945, -9.549, -12.532], [38.836, -7.894, -11.804], [36.601, -5.609, -14.885], [36.633, -5.535, -16.463], [36.921, -4.845, -9.094], [37.803, -5.994, -9.511], [39.173, -5.939, -8.789], [40.054, -5.069, -9.512], [40.611, -4.070, -8.692], [37.082, -7.217, -9.083], [36.384, -4.935, -8.149], [36.173, -4.722, -9.882], [37.467, -3.897, -9.035], [37.922, -6.038, -10.594], [39.555, -6.965, -8.755], [39.028, -5.651, -7.745], [39.821, -3.339, -8.483], [41.364, -3.494, -9.237], [41.137, -4.436, -7.806], [37.796, -7.934, -9.191], [37.120, -7.149, -8.060], [41.202, -12.936, -13.484], [40.688, -14.368, -13.326], [39.597, -14.570, -12.281], [39.142, -15.944, -12.301], [38.170, -16.189, -11.282], [40.248, -14.803, -14.693], [41.726, -12.625, -12.577], [40.351, -12.290, -13.696], [41.899, -12.908, -14.320], [41.501, -15.053, -13.055], [38.744, -13.911, -12.466], [39.959, -14.381, -11.267], [38.519, -15.856, -10.301], [38.016, -17.260, -11.133], [37.258, -15.736, -11.670], [39.732, -15.660, -14.484], [41.062, -15.148, -15.192], [36.818, -8.315, -18.843], [36.206, -9.291, -17.831], [37.186, -10.201, -17.138], [36.539, -10.958, -16.121], [37.444, -11.885, -15.606], [35.405, -8.543, -16.833], [36.091, -7.795, -19.467], [37.475, -8.860, -19.533], [37.376, -7.536, -18.317], [35.551, -9.897, -18.469], [37.966, -9.622, -16.624], [37.672, -10.863, -17.863], [38.217, -11.448, -14.962], [37.977, -12.502, -16.345], [36.976, -12.661, -14.994], [36.046, -7.863, -16.374], [34.883, -7.871, -17.402], [34.015, -8.973, -7.395], [33.626, -8.849, -8.866], [32.915, -7.535, -9.157], [32.258, -7.595, -10.415], [31.355, -6.522, -10.596], [34.771, -9.064, -9.767], [33.231, -8.635, -6.711], [34.920, -8.379, -7.215], [34.320, -9.964, -7.050], [32.941, -9.688, -9.010], [33.674, -6.743, -9.139], [32.176, -7.308, -8.382], [31.860, -5.591, -10.869], [30.745, -6.271, -9.721], [30.696, -6.846, -11.399], [35.240, -9.892, -9.427], [35.416, -8.277, -9.643]],
  "lowdin_charge": [0.83, -0.26, -0.24, -0.26, -0.25, -0.25, -0.26, -0.01, -0.47, -0.12, -0.17, -0.13, -0.50, -0.12, 0.00, -0.06, -0.03, -0.03, 0.07, 0.06, 0.07, 0.12, 0.09, 0.08, 0.11, 0.12, 0.12, 0.08, 0.07, 0.08, 0.08, 0.07, 0.08, 0.06, 0.08, 0.09, 0.10, -0.02, -0.46, -0.14, -0.18, -0.14, -0.53, -0.12, 0.00, -0.04, -0.04, -0.03, 0.06, 0.07, 0.07, 0.11, 0.11, 0.10, 0.11, 0.11, 0.12, 0.09, 0.08, 0.08, 0.08, 0.07, 0.09, 0.09, 0.06, 0.06, 0.10, -0.02, -0.48, -0.12, -0.19, -0.14, -0.51, -0.10, -0.02, -0.05, -0.03, -0.04, 0.08, 0.05, 0.08, 0.11, 0.10, 0.09, 0.11, 0.11, 0.12, 0.08, 0.08, 0.08, 0.08, 0.06, 0.08, 0.08, 0.08, 0.08, 0.10, -0.18, -0.13, 0.07, 0.03, 0.06, 0.03, -0.13, -0.14, 0.07, 0.08, 0.07, 0.08, -0.07, -0.41, -0.24, -0.16, -0.14, 0.08, 0.06, 0.07, 0.07, 0.13, 0.11, 0.12, 0.08, 0.08, 0.08, 0.04, 0.03, -0.09, -0.38, -0.17, -0.22, -0.09, 0.03, 0.08, 0.07, 0.08, 0.12, 0.13, 0.13, 0.08, 0.08, 0.08, 0.08, 0.07, -0.06, -0.40, -0.18, -0.18, -0.13, 0.05, 0.08, 0.08, 0.07, 0.12, 0.12, 0.12, 0.08, 0.08, 0.09, 0.04, 0.04, -0.06, -0.41, -0.18, -0.22, -0.10, 0.04, 0.06, 0.07, 0.08, 0.11, 0.12, 0.10, 0.07, 0.08, 0.09, 0.06, 0.06, -0.08, -0.43, -0.21, -0.15, -0.14, 0.05, 0.07, 0.07, 0.05, 0.13, 0.12, 0.12, 0.08, 0.08, 0.09, 0.03, 0.06, -0.06, -0.40, -0.20, -0.18, -0.12, 0.05, 0.07, 0.06, 0.07, 0.12, 0.13, 0.11, 0.08, 0.08, 0.08, 0.04, 0.03]
}